Entry 1:
Entry from the Open Molecules 2025 dataset: a single C5H6O2 molecule (the ωB97M-V functional and the def2-TZVPD basis).

Summary:
SMILES string: C#C[C@H](C=O)CO
LUMO level: 0.69 eV
HOMO: -9.87 eV
Frontier orbital gap: 10.5604 eV
ΔE to the lowest compared entry with this formula, charge and spin: 2.515 eV

XYZ file:
```
13
C5H6O2 | the Open Molecules 2025 dataset | the ωB97M-V functional and the def2-TZVPD basis
O -1.549 -0.176 1.236
C -1.115 -0.732 0.012
C 0.055 0.061 -0.620
C -0.241 1.547 -0.398
O -1.039 2.148 -1.069
C 1.375 -0.315 -0.107
C 2.483 -0.615 0.259
H -0.981 -0.488 1.949
H -0.835 -1.789 0.114
H -1.967 -0.668 -0.669
H 0.037 -0.115 -1.703
H 0.306 2.030 0.437
H 3.472 -0.886 0.560
```

Here are the Mulliken charges for atoms 1 to 8, given in e: -0.53 -0.71 0.55 -0.11 -0.47 -0.98 0.15 0.31



Entry 2:
Entry from the Open Molecules 2025 dataset: a molecular structure, C39H43CeCl6N7O7PS2 (the ωB97M-V functional and the def2-TZVPD basis).

Summary:
LUMO level (spin up / spin down): -5.74 / -5.73 eV
HOMO (spin up / spin down): -11.20 / -11.20 eV
Charge: +1
Frontier orbital gap (spin up / spin down): 5.4591 / 5.4622 eV
ΔE to the lowest compared entry with this formula, charge and spin: 0.068 eV

XYZ file:
```
106
C39H43CeCl6N7O7PS2 | the Open Molecules 2025 dataset | the ωB97M-V functional and the def2-TZVPD basis
Ce -0.216 -0.371 0.155
O -4.427 -0.247 4.657
C -3.316 -0.683 5.207
O -3.259 -1.034 6.360
C -2.086 -0.705 4.353
C -0.807 -0.950 4.852
Cl -0.353 -1.343 6.427
N 0.067 -0.877 3.821
N -0.585 -0.627 2.676
C -1.877 -0.501 2.968
C -2.830 -0.098 1.852
O -3.992 0.194 2.144
O -2.329 -0.053 0.695
C 1.472 -1.019 3.835
C 2.256 -0.566 4.890
C 3.629 -0.743 4.842
C 4.225 -1.383 3.769
C 3.446 -1.815 2.710
C 2.078 -1.610 2.733
H -4.348 -0.027 3.675
H 1.810 -0.066 5.733
H 4.237 -0.384 5.657
H 5.292 -1.542 3.753
H 3.892 -2.321 1.868
H 1.465 -1.950 1.910
Cl 6.900 1.450 2.229
C 5.210 1.312 1.954
C 4.730 0.537 0.900
Cl 5.816 -0.317 -0.110
C 3.367 0.441 0.697
Cl 2.665 -0.626 -0.466
C 2.414 1.099 1.510
O 1.164 0.987 1.274
C 2.947 1.853 2.585
Cl 1.828 2.582 3.667
C 4.309 1.951 2.808
Cl 4.889 2.845 4.148
C -1.934 3.083 -0.667
N -0.813 2.637 0.185
C -1.216 2.919 1.585
N -1.539 4.318 1.799
C -2.630 4.695 0.911
N -2.267 4.488 -0.489
C -1.088 5.292 -0.784
N 0.028 4.929 0.079
C 0.333 3.523 -0.108
C -0.378 5.130 1.467
H -2.817 2.489 -0.419
H -1.663 2.921 -1.717
H -0.392 2.642 2.246
H -2.096 2.314 1.821
H -2.871 5.750 1.066
H -3.509 4.089 1.142
H -1.324 6.350 -0.636
H -0.795 5.135 -1.829
H 1.163 3.260 0.550
H 0.639 3.370 -1.147
H -0.628 6.184 1.616
H 0.454 4.863 2.123
C 0.657 -1.398 -5.153
C 0.118 -1.478 -3.729
C 1.138 -2.224 -2.864
P -0.410 0.128 -2.868
C 0.571 1.593 -3.552
C 0.596 1.852 -5.058
C 1.983 1.584 -2.976
C -2.101 0.578 -3.585
C -3.210 0.430 -2.542
C -2.518 -0.175 -4.843
H 0.781 -2.411 -5.533
H 1.632 -0.918 -5.169
H -0.016 -0.875 -5.823
H -0.813 -2.060 -3.723
H 2.107 -1.729 -2.892
H 1.274 -3.237 -3.238
H 0.804 -2.309 -1.822
H 0.040 2.439 -3.088
H 1.275 1.179 -5.569
H 0.952 2.867 -5.233
H -0.390 1.766 -5.506
H 2.563 0.751 -3.367
H 1.943 1.512 -1.888
H 2.502 2.504 -3.237
H -2.000 1.643 -3.830
H -3.663 -0.553 -2.627
H -3.988 1.171 -2.712
H -2.838 0.530 -1.520
H -2.597 -1.239 -4.641
H -1.837 -0.020 -5.674
H -3.500 0.181 -5.145
O 0.464 -4.003 2.346
S 0.502 -3.916 0.917
O 1.773 -3.596 0.310
N -0.543 -2.771 0.320
C -1.457 -3.356 -0.449
S -2.395 -2.473 -1.488
C -1.455 -4.821 -0.433
C -2.399 -5.682 -0.975
C -2.180 -7.045 -0.850
C -1.033 -7.536 -0.238
C -0.084 -6.673 0.297
C -0.324 -5.325 0.197
H -3.282 -5.282 -1.454
H -2.911 -7.738 -1.238
H -0.877 -8.601 -0.165
H 0.811 -7.036 0.774
```

Here are the Mulliken charges for atoms 1 to 8, given in e: -1.41 -0.57 0.43 -0.60 0.03 0.15 -0.09 -0.14



Entry 3:
Entry from the Open Molecules 2025 dataset: 2 unconnected molecules or ions with the total composition C4H8N2O (the ωB97M-V functional and the def2-TZVPD basis).

Summary:
LUMO level (spin up / spin down): 0.89 / 0.89 eV
HOMO (spin up / spin down): -7.56 / -7.56 eV
Frontier orbital gap (spin up / spin down): 8.4462 / 8.4450 eV
ΔE to the lowest compared entry with this formula, charge and spin: 4.767 eV

XYZ file:
```
15
C4H8N2O | the Open Molecules 2025 dataset | the ωB97M-V functional and the def2-TZVPD basis
N -2.717 0.554 -0.743
C -1.605 0.856 -0.017
O -1.618 1.228 1.137
C 0.802 -1.645 0.843
N 1.223 -0.710 0.063
C 1.912 0.543 0.322
C 1.445 0.078 -1.004
H -3.628 0.708 -0.340
H -2.645 0.205 -1.684
H 0.776 -1.411 1.900
H 0.467 -2.604 0.466
H 1.331 1.266 0.897
H 2.937 0.379 0.668
H -0.676 0.731 -0.607
H 1.996 -0.179 -1.899
```

Here are the Mulliken charges for atoms 1 to 8, given in e: -0.36 0.34 -0.59 -0.43 0.06 -0.28 -0.55 0.23



Entry 4:
Entry from the Open Molecules 2025 dataset: a gas-phase ion, C7H13N2 (charge +1) (the ωB97M-V functional and the def2-TZVPD basis).

Summary:
SMILES string: C=C=[NH+]CCN=C(C)C
LUMO level: -3.84 eV
HOMO: -13.27 eV
Charge: +1
Frontier orbital gap: 9.4253 eV
ΔE to the lowest compared entry with this formula, charge and spin: 3.482 eV

XYZ file:
```
22
C7H13N2 | the Open Molecules 2025 dataset | the ωB97M-V functional and the def2-TZVPD basis
C -0.943 1.886 -1.745
C -1.003 3.063 -1.249
C -1.503 -0.410 -1.828
C -0.318 -1.025 -1.101
C 0.679 -0.429 1.026
C 0.937 -1.775 1.618
C 1.097 0.655 1.961
N -0.858 0.817 -2.422
N 0.209 -0.080 -0.100
H -0.313 3.341 -0.481
H -1.736 3.823 -1.581
H -1.891 -1.165 -2.564
H -2.286 -0.081 -1.118
H -0.524 -2.096 -0.762
H 0.446 -1.282 -1.893
H 1.996 -1.957 1.730
H 0.538 -2.608 1.092
H 0.687 -1.640 2.594
H 2.236 0.643 1.915
H 0.786 0.424 3.086
H 0.808 1.684 1.740
H -0.084 0.713 -3.151
```

Here are the Mulliken charges for atoms 1 to 8, given in e: 0.74 -0.83 -0.45 -0.67 0.90 -1.39 -1.15 -0.09



Entry 5:
Entry from the Open Molecules 2025 dataset: a single C5H6O molecule (the ωB97M-V functional and the def2-TZVPD basis).

Summary:
LUMO level: 1.13 eV
HOMO: -9.39 eV
Frontier orbital gap: 10.5159 eV
ΔE to the lowest compared entry with this formula, charge and spin: 4.220 eV

XYZ file:
```
12
C5H6O | the Open Molecules 2025 dataset | the ωB97M-V functional and the def2-TZVPD basis
C -0.292 1.027 0.759
C 0.412 -0.370 0.770
C -0.659 -0.857 -0.288
O 0.246 -1.509 -1.175
C 1.004 -0.377 -0.660
C -0.291 0.574 -0.703
H 0.088 2.034 0.993
H -1.234 0.905 1.330
H 0.816 -0.827 1.667
H -1.636 -1.303 -0.091
H 2.055 -0.424 -0.997
H -0.511 1.127 -1.604
```

Here are the Mulliken charges for atoms 1 to 8, given in e: -0.69 -0.35 -0.29 -0.52 -0.25 -0.24 0.31 0.23



Entry 6:
Entry from the Open Molecules 2025 dataset: a gas-phase ion, C11H13N2OP (charge +2) (the ωB97M-V functional and the def2-TZVPD basis).

Summary:
LUMO level: -8.58 eV
HOMO: -15.09 eV
Charge: +2
Frontier orbital gap: 6.5122 eV

XYZ file:
```
28
C11H13N2OP | the Open Molecules 2025 dataset | the ωB97M-V functional and the def2-TZVPD basis
C -2.811 2.498 2.711
P -3.099 0.673 2.534
O -2.683 -0.083 3.929
N -1.788 0.206 1.357
C -2.083 -0.283 0.147
C -1.050 -0.586 -0.723
C 0.294 -0.390 -0.364
C 1.376 -0.695 -1.356
C 2.711 -0.944 -0.991
C 3.634 -1.200 -1.976
N 3.323 -1.217 -3.272
C 2.056 -0.955 -3.655
C 1.070 -0.705 -2.743
C 0.551 0.087 0.934
C -0.516 0.373 1.756
H -2.439 2.919 1.761
H -3.719 3.025 3.025
H -1.978 2.624 3.431
H -3.264 0.239 4.640
H -3.137 -0.425 -0.100
H -1.331 -0.979 -1.700
H 2.992 -0.913 0.061
H 4.670 -1.385 -1.684
H 4.017 -1.419 -3.990
H 1.887 -0.955 -4.734
H 0.052 -0.498 -3.064
H 1.565 0.238 1.306
H -0.301 0.752 2.760
```

Here are the Mulliken charges for atoms 1 to 8, given in e: -0.88 0.14 -0.47 0.10 -0.37 -0.71 1.31 1.07



Entry 7:
Entry from the Open Molecules 2025 dataset: a single C5H7N molecule (the ωB97M-V functional and the def2-TZVPD basis).

Summary:
SMILES string: N#CC1CCC1
LUMO level: 0.93 eV
HOMO: -10.71 eV
Frontier orbital gap: 11.6437 eV
ΔE to the lowest compared entry with this formula, charge and spin: 1.639 eV

XYZ file:
```
13
C5H7N | the Open Molecules 2025 dataset | the ωB97M-V functional and the def2-TZVPD basis
C -0.930 1.127 -0.540
C 0.197 0.570 0.159
C -0.056 -0.542 1.216
C 1.087 -1.393 0.743
C 0.935 -0.634 -0.611
H 0.993 1.377 0.446
H -1.051 -0.999 0.964
H -0.211 -0.147 2.272
H 1.112 -2.500 0.583
H 1.979 -1.267 1.267
H 0.327 -1.212 -1.329
H 1.810 -0.216 -1.080
N -1.765 1.457 -1.275
```

Here are the Mulliken charges for atoms 1 to 8, given in e: 0.04 0.18 -0.64 -0.58 -0.63 0.30 0.25 0.35



Entry 8:
Entry from the Open Molecules 2025 dataset: a single C2H2NO2P molecule (the ωB97M-V functional and the def2-TZVPD basis).

Summary:
SMILES string: O=C/C=N\P=O
LUMO level: -1.51 eV
HOMO: -9.64 eV
Frontier orbital gap: 8.1285 eV
ΔE to the lowest compared entry with this formula, charge and spin: 1.127 eV

XYZ file:
```
8
C2H2NO2P | the Open Molecules 2025 dataset | the ωB97M-V functional and the def2-TZVPD basis
C 0.709 -0.018 0.664
C 0.481 1.126 -0.212
N -0.085 -0.986 0.601
O -0.584 1.280 -0.783
O -1.611 -1.853 -1.296
P -1.647 -1.051 -0.046
H 1.459 -0.276 1.369
H 1.279 1.778 -0.296
```

Atomic charges from the Mulliken analysis, expressed in e, are listed below: -0.16 0.11 -0.26 -0.44 -0.45 0.39 0.42 0.39